The following is a quantum chemistry calculation of C22H35NO3P2PdS as an isolated structure in a non-equilibrium geometry, from OMol25.

Geometry as XYZ:
```
65
Properties=species:S:1:pos:R:3:mulliken_spin:R:1
P -0.20479 -1.77151 -3.15302 0.121
P 0.09676 1.75503 -3.53271 0.009
C -0.43070 -0.75877 -4.75297 0.084
C 0.34085 0.57557 -4.88795 -0.025
H -1.52859 -0.61432 -4.84649 0.018
H -0.09831 -1.47316 -5.54497 0.009
H 1.42081 0.35243 -4.92807 0.000
H 0.06666 1.02803 -5.85920 0.002
C -1.51574 2.59943 -3.99289 0.000
H -1.77598 3.23439 -3.11402 0.000
H -2.32271 1.84351 -4.09926 0.000
H -1.48326 3.22365 -4.91292 0.000
C 1.43794 2.94109 -3.85856 0.001
H 1.31437 3.58834 -4.74147 0.000
H 2.36672 2.37362 -3.95137 0.000
H 1.54207 3.56798 -2.96443 0.000
C -1.35778 -3.08493 -3.64372 0.001
H -1.38855 -3.84361 -2.85893 0.000
H -1.03682 -3.54245 -4.59371 0.000
H -2.36805 -2.67959 -3.76052 -0.001
C 1.43266 -2.42736 -3.40354 0.010
H 2.16966 -1.63435 -3.49705 -0.001
H 1.47748 -3.05778 -4.29521 0.001
H 1.69001 -3.01049 -2.51923 -0.005
Pd -0.29276 -1.24525 1.39341 1.189
C 0.46232 1.67964 0.51943 0.001
C -0.79611 1.20708 0.39563 0.024
C -1.52256 0.64362 -0.77788 0.012
C -1.79042 -0.87467 -0.95712 0.012
C -0.55457 -1.81868 -1.05545 0.108
C 0.75422 -1.32714 -0.54653 -0.035
C 1.33899 -0.03591 -1.08538 -0.022
C 1.65129 1.01066 -0.01511 0.019
C 0.82377 -2.30679 2.67329 0.446
H 0.68236 2.43746 1.25907 -0.005
H -1.51876 1.60093 1.10273 0.013
H -1.08960 1.05611 -1.69613 0.001
H -2.54602 1.04661 -0.73255 -0.007
H -2.39314 -1.22950 -0.09713 -0.012
H -2.45424 -0.94599 -1.87711 -0.013
H -0.77553 -2.88462 -1.09593 0.037
H 1.51542 -2.08732 -0.35938 -0.023
H 0.61307 0.34452 -1.85617 0.020
H 2.28023 -0.22143 -1.65576 0.005
H 2.11335 0.52737 0.87449 -0.006
H 2.38781 1.72534 -0.40922 -0.001
H 1.63335 -1.68099 3.08418 -0.043
H 1.21194 -3.14226 2.08523 0.035
H 0.15474 -2.63087 3.47940 0.001
O 2.59851 2.16221 5.01391 0.001
S 1.94972 0.88672 4.87823 0.002
O 2.73821 -0.32075 5.03374 0.000
N 0.99231 0.75843 3.50415 0.028
C -0.30170 0.59865 3.81169 -0.039
O -1.16536 0.15996 2.98513 0.007
C -0.63689 0.82204 5.24288 0.016
C -1.85267 0.56659 5.89446 0.002
C -1.84297 0.43209 7.29420 0.000
C -0.65050 0.51276 8.03105 0.000
C 0.56282 0.72116 7.35425 0.000
C 0.53635 0.84445 5.96761 0.000
H -2.74474 0.43910 5.26654 0.003
H -2.77914 0.22521 7.80850 0.000
H -0.66343 0.38528 9.11201 0.000
H 1.52563 0.77340 7.86386 0.000
```

Computed properties:
HOMO energy (alpha / beta) (Ha): -0.2166 / -0.2967
Multiplicity: 3
F_max (eV Å⁻¹): 2.89
Relative energy (zero: lowest compared OMol25 entry of this formula, charge and spin) (kcal per mole): 20.4
Frontier orbital gap (alpha / beta) (Eh): 0.2121 / 0.2463
⟨S²⟩: 2.0372
Total charge: 0
M (g mol⁻¹): 561.96